# 1
The following is a quantum chemistry calculation of 3 unconnected molecules or ions with the total composition C17H23BBrIO9S2, from OMol25.

The geometry in XYZ format:
```
54
Properties=species:S:1:pos:R:3:mulliken_charge:R:1
C -3.49 5.77 -1.25 -0.9934
B -4.00 4.52 -2.05 0.4994
O -4.40 4.58 -3.36 -0.6199
C -4.07 3.13 -1.28 0.3451
C -5.25 2.76 -0.60 -0.9737
C -5.30 1.55 0.07 -0.1172
I -7.07 1.01 1.08 0.0711
C -4.23 0.66 0.10 -0.5951
C -3.06 1.04 -0.56 0.7703
C -2.98 2.26 -1.24 0.5794
C -1.72 2.61 -1.91 0.1316
O -1.67 3.27 -2.92 -0.5911
C -0.49 2.10 -1.25 -0.7304
C -0.57 0.94 -0.61 0.1157
Br 0.88 0.16 0.30 -0.0934
C -1.86 0.17 -0.56 0.0216
O -1.90 -1.02 -0.54 -0.5038
H -3.30 6.63 -1.88 0.2477
H -2.59 5.47 -0.73 0.3416
H -4.22 6.01 -0.47 0.3525
H -3.70 4.32 -3.97 0.3467
H -6.10 3.43 -0.59 0.4099
H -4.26 -0.29 0.61 0.5331
H 0.42 2.68 -1.29 0.4846
C 0.56 -3.85 -0.85 -1.0256
C -0.05 -3.38 -2.15 -0.0139
O 0.91 -3.30 -3.23 -0.2489
S 1.41 -4.65 -3.89 1.1917
C 2.21 -3.95 -5.28 -0.9363
O 0.26 -5.40 -4.31 -0.6406
O 2.39 -5.27 -3.05 -0.6118
H 0.90 -4.88 -0.93 0.4209
H -0.18 -3.79 -0.05 0.3468
H 1.42 -3.24 -0.59 0.2560
H -0.89 -4.01 -2.46 0.3363
H -0.43 -2.37 -2.04 -0.0838
H 1.47 -3.46 -5.91 0.3105
H 2.69 -4.76 -5.82 0.3729
H 2.95 -3.24 -4.94 0.3093
C 4.11 1.46 6.09 -0.9786
C 4.86 0.92 4.89 -0.3268
O 4.64 -0.49 4.67 -0.2949
S 3.24 -0.93 4.06 1.1972
C 3.66 -2.59 3.69 -0.9578
O 3.02 -0.20 2.85 -0.5945
O 2.24 -0.92 5.09 -0.6103
H 3.03 1.43 5.93 0.2997
H 4.40 2.50 6.27 0.3855
H 4.33 0.87 6.98 0.2665
H 4.61 1.47 3.98 0.3059
H 5.93 1.01 5.05 0.2670
H 4.44 -2.60 2.93 0.3118
H 2.76 -3.08 3.33 0.3735
H 4.01 -3.08 4.60 0.3404
```

Values from the calculation:
SMILES string = CB(O)c1cc(I)cc2c1C(=O)C=C(Br)C2=O.CCOS(C)(=O)=O.CCOS(C)(=O)=O
Energy = -136919.4572 eV
Strongest force on any atom = 0.87 eV Å⁻¹

# 2
The following is a quantum chemistry calculation of a single C23H27N5O3 molecule, from OMol25.

The geometry in XYZ format:
```
58
Properties=species:S:1:pos:R:3:mulliken_charge:R:1
C -0.16 6.62 -6.17 -1.2455
C -0.01 5.16 -6.32 0.6072
N 0.38 4.57 -7.41 -0.5334
O 0.41 3.25 -7.16 -0.1095
N 0.04 2.99 -5.89 -0.2934
C -0.23 4.14 -5.33 0.8465
C -0.67 4.34 -3.93 -1.2064
N -0.49 3.17 -3.10 0.1277
C -1.37 2.06 -3.35 -1.0171
C 0.50 3.20 -2.17 0.5078
O 1.13 4.22 -1.94 -0.6828
C 0.76 1.93 -1.43 -0.1024
C 1.15 0.77 -2.10 -0.1823
C 1.44 -0.37 -1.39 -0.5820
C 1.36 -0.40 0.00 0.6946
O 1.66 -1.58 0.58 -0.4393
C 1.48 -1.77 1.98 -0.0807
C 0.01 -1.91 2.35 -0.8586
C -0.12 -2.25 3.83 -0.5337
N 0.56 -3.49 4.11 0.0518
C 0.31 -3.97 5.46 -0.8872
C -1.13 -4.36 5.64 0.6187
C -2.03 -3.54 6.32 -0.4981
C -3.35 -3.94 6.42 -0.4526
C -3.74 -5.14 5.85 -0.4178
C -2.76 -5.89 5.20 -0.2588
N -1.50 -5.51 5.10 -0.5099
C 1.98 -3.37 3.83 -0.8225
C 2.20 -3.06 2.35 -0.6908
C 1.00 0.77 0.67 -0.1875
C 0.72 1.92 -0.04 -1.1052
H 0.11 7.12 -7.10 0.3656
H -1.19 6.87 -5.92 0.3052
H 0.48 6.98 -5.37 0.3105
H -1.73 4.63 -3.93 0.3998
H -0.08 5.14 -3.48 0.3669
H -1.30 1.33 -2.55 0.4665
H -2.40 2.43 -3.39 0.2991
H -1.14 1.58 -4.30 0.3156
H 1.22 0.77 -3.18 0.4806
H 1.75 -1.28 -1.90 0.4609
H 1.94 -0.93 2.53 0.2323
H -0.54 -0.99 2.13 0.5271
H -0.42 -2.71 1.76 0.2542
H 0.28 -1.42 4.44 0.3046
H -1.18 -2.37 4.08 0.4542
H 0.59 -3.22 6.22 0.3411
H 0.92 -4.87 5.61 0.4711
H -1.70 -2.61 6.75 0.3816
H -4.07 -3.32 6.94 0.3965
H -4.76 -5.49 5.91 0.3765
H -3.00 -6.84 4.75 0.3845
H 2.45 -2.58 4.45 0.3523
H 2.46 -4.32 4.08 0.4278
H 3.26 -2.98 2.14 0.4073
H 1.79 -3.87 1.75 0.3029
H 0.95 0.81 1.75 0.4202
H 0.46 2.83 0.48 0.4384
```

Values from the calculation:
SMILES string = Cc1nonc1CN(C)C(=O)c1ccc(OC2CCN(Cc3ccccn3)CC2)cc1
ΔE to the lowest compared entry with this formula, charge and spin = 4.316 eV
Strongest force on any atom = 0.97 eV Å⁻¹

# 3
The following is a quantum chemistry calculation of a single C5H4S molecule at a distorted geometry, from OMol25.

The geometry in XYZ format:
```
10
Properties=species:S:1:pos:R:3:mulliken_charge:R:1
C -0.48 -1.01 -0.56 -0.5793
C -1.01 -1.12 0.75 -0.4631
C 0.31 0.03 -0.81 0.1126
C 0.55 1.05 0.99 -0.2489
C 0.89 1.26 -0.50 0.0626
S -0.25 -0.02 1.92 -0.0164
H -0.86 -1.82 -1.18 0.3327
H -1.74 -1.69 1.21 0.4396
H 2.01 1.14 -0.81 0.1279
H 0.57 2.17 -1.02 0.2321
```

Values from the calculation:
ΔE to the lowest compared entry with this formula, charge and spin = 5.281 eV
Strongest force on any atom = 3.66 eV Å⁻¹

# 4
The following is a quantum chemistry calculation of a single C8H12N4O2S molecule at a distorted geometry, from OMol25.

The geometry in XYZ format:
```
27
Properties=species:S:1:pos:R:3:mulliken_charge:R:1
C 3.60 -0.75 1.14 -0.7296
C 2.51 -1.32 0.66 -0.2398
C 1.61 -0.70 -0.36 -0.5995
N 0.22 -0.78 0.08 0.0909
C -0.10 0.13 1.18 -0.9583
C -1.46 -0.16 1.75 -0.0296
C -1.67 -1.09 2.66 -0.8168
S -0.88 -0.84 -1.14 1.0934
O -0.33 -1.61 -2.21 -0.6881
O -2.17 -1.20 -0.65 -0.6328
C -1.08 0.84 -1.72 0.2840
N -0.20 1.83 -1.70 -0.3745
C -0.89 2.87 -2.22 -0.1142
N -2.12 2.57 -2.56 -0.8178
N -2.24 1.29 -2.24 0.3004
H 4.23 -1.24 1.86 0.2777
H 3.91 0.23 0.81 0.2647
H 2.21 -2.31 0.99 0.3226
H 1.65 -1.27 -1.29 0.4604
H 1.90 0.34 -0.56 0.3401
H -0.03 1.17 0.84 0.3606
H 0.67 -0.04 1.94 0.6184
H -2.27 0.44 1.38 0.3318
H -2.65 -1.29 3.05 0.2786
H -0.87 -1.71 3.03 0.2597
H -0.46 3.84 -2.35 0.4660
H -3.09 0.77 -2.37 0.2515
```

Values from the calculation:
SMILES string = C=CCN(CC=C)S(=O)(=O)c1ncn[nH]1
ΔE to the lowest compared entry with this formula, charge and spin = 2.093 eV
Strongest force on any atom = 1.15 eV Å⁻¹

# 5
The following is a quantum chemistry calculation of a gas-phase ion, C27H55ClNO2 (charge +1), from OMol25.

The geometry in XYZ format:
```
86
Properties=species:S:1:pos:R:3:mulliken_charge:R:1
C -2.54 -3.68 3.10 -1.5009
C -1.03 -3.45 3.18 -0.3852
C -0.42 -3.04 1.84 -0.5322
C 1.02 -2.51 1.95 0.2170
C 2.00 -3.26 1.06 -1.9071
N 1.14 -1.01 1.69 0.6796
C 0.76 -0.58 0.26 0.6261
C 2.04 -0.38 -0.58 -1.0314
C 2.56 1.06 -0.70 -1.1168
C 2.11 1.82 -1.93 0.0743
C 2.75 1.30 -3.22 -0.5242
C 2.39 2.08 -4.48 -1.0835
C 1.15 1.61 -5.23 -0.6457
C -0.17 2.26 -4.81 -0.5572
C -1.40 1.41 -5.17 -0.8859
C -1.88 0.57 -3.99 0.1356
C -3.14 -0.27 -4.26 -0.8060
O -3.33 -0.48 -5.64 -0.2958
C -3.79 -1.76 -6.00 -0.7533
C -0.20 0.60 0.30 -1.4654
C -1.42 0.33 1.19 0.6205
C -2.46 1.43 0.99 -2.0263
C -0.98 0.07 2.66 1.5886
C -1.42 1.14 3.69 -1.6408
C -0.84 2.56 3.51 -0.6468
C -0.06 3.08 4.72 -0.7138
Cl -1.07 4.10 5.78 -0.1903
C 0.53 -0.10 2.78 -1.3516
O 0.88 -0.61 4.02 -0.3267
C 2.06 -0.06 4.62 -0.0338
C 3.37 -0.54 4.00 -1.2686
H -2.99 -3.13 2.27 0.3181
H -2.78 -4.74 2.95 0.4014
H -3.04 -3.37 4.02 0.3509
H -0.80 -2.69 3.93 0.1658
H -0.53 -4.36 3.51 0.5879
H -0.40 -3.91 1.17 0.6976
H -1.07 -2.31 1.34 -0.2712
H 1.34 -2.63 2.98 0.8513
H 1.70 -3.27 0.01 0.3808
H 3.02 -2.87 1.12 0.3665
H 2.02 -4.30 1.39 0.5466
H 2.14 -0.82 1.76 0.3699
H 0.19 -1.42 -0.14 0.2295
H 2.82 -1.01 -0.16 0.1420
H 1.85 -0.79 -1.57 0.4665
H 2.32 1.62 0.21 0.3100
H 3.66 1.02 -0.73 0.5971
H 1.01 1.84 -2.01 -0.3723
H 2.42 2.86 -1.81 0.4705
H 3.83 1.34 -3.07 0.3410
H 2.51 0.24 -3.38 0.2476
H 3.25 2.03 -5.16 0.4309
H 2.28 3.14 -4.23 0.3738
H 1.30 1.79 -6.30 0.3611
H 1.06 0.52 -5.13 0.3405
H -0.15 2.45 -3.73 0.2967
H -0.26 3.24 -5.28 0.3549
H -2.21 2.04 -5.54 0.4635
H -1.15 0.74 -6.00 0.3069
H -1.06 -0.10 -3.69 0.0489
H -2.08 1.25 -3.16 0.1686
H -3.07 -1.24 -3.75 0.4024
H -4.02 0.25 -3.84 0.3259
H -3.21 -2.55 -5.49 0.3397
H -3.66 -1.87 -7.07 0.2407
H -4.85 -1.90 -5.75 0.2809
H 0.30 1.51 0.63 0.2281
H -0.52 0.77 -0.72 0.3836
H -1.87 -0.60 0.81 0.5177
H -3.30 1.33 1.67 0.4686
H -2.85 1.38 -0.02 0.4703
H -2.02 2.42 1.13 0.3562
H -1.43 -0.86 3.01 -0.7653
H -1.15 0.76 4.68 0.7805
H -2.50 1.18 3.67 0.7361
H -1.66 3.25 3.32 0.6164
H -0.20 2.62 2.62 0.0406
H 0.79 3.68 4.43 0.3989
H 0.29 2.26 5.35 0.1760
H 1.03 0.85 2.62 0.8129
H 1.99 1.03 4.57 0.0939
H 2.00 -0.34 5.67 0.4890
H 3.67 0.07 3.14 0.2890
H 4.17 -0.48 4.73 0.4759
H 3.29 -1.58 3.68 0.2462
```

Values from the calculation:
SMILES string = CCC[C@@H](C)[N@H+]1[C@H](CCCCCCCCCCOC)C[C@H](C)[C@H](CCCCl)[C@H]1OCC
ΔE to the lowest compared entry with this formula, charge and spin = 0.000 eV
Total charge = +1
Strongest force on any atom = 0.33 eV Å⁻¹

# 6
The following is a quantum chemistry calculation of 2 unconnected molecules or ions with the total composition C4H12NO3 at a distorted geometry, from OMol25.

The geometry in XYZ format:
```
20
Properties=species:S:1:pos:R:3:mulliken_spin:R:1
C 1.68 -1.37 -0.42 0.0282
C 0.14 -1.19 -0.59 -0.0226
C -0.40 0.24 -0.40 0.0816
C 0.21 0.80 0.91 0.1337
O -0.64 1.01 1.98 0.0417
O 1.24 1.58 0.65 0.6497
N 2.43 -0.24 -0.90 0.0043
H 1.85 -1.47 0.73 0.0011
H 2.07 -2.29 -0.82 0.0034
H -0.47 -1.93 0.06 0.0025
H 0.05 -1.42 -1.63 0.0005
H -1.48 0.17 -0.32 -0.0067
H -0.37 0.86 -1.24 -0.0050
H -0.25 1.75 2.37 -0.0056
H 3.30 -0.49 -1.37 -0.0013
H 2.33 0.55 -0.23 -0.0085
H 1.14 0.27 1.21 0.1028
H -4.23 1.78 -0.28 -0.0001
H -4.32 0.52 0.62 0.0000
O -4.29 0.86 -0.31 0.0004
```

Values from the calculation:
ΔE to the lowest compared entry with this formula, charge and spin = 1.713 eV
Strongest force on any atom = 3.68 eV Å⁻¹
Spin multiplicity = 2

# 7
The following is a quantum chemistry calculation of a single C6H6N2O molecule at a distorted geometry, from OMol25.

The geometry in XYZ format:
```
15
Properties=species:S:1:pos:R:3:mulliken_charge:R:1
C 0.51 -1.20 -0.85 -0.3884
C -0.36 -1.20 0.18 -0.3353
C -0.61 -0.42 1.32 0.1538
O 0.49 0.52 1.60 -0.4100
C -0.67 1.02 0.93 -0.1338
C -0.73 1.39 -0.60 -0.1983
N 0.23 1.48 -1.40 -0.3229
N 1.51 1.05 -0.91 -0.4336
C 1.62 -0.20 -0.74 -0.0217
H 0.41 -1.92 -1.76 0.3053
H -0.91 -2.18 -0.06 0.2151
H -1.10 -0.86 2.27 0.3815
H -1.33 1.49 1.66 0.4398
H -1.77 1.55 -0.91 0.3789
H 2.72 -0.51 -0.73 0.3694
```

Values from the calculation:
SMILES string = C1=C/[C@H]2O[C@H]2\C=N/N=C\1
ΔE to the lowest compared entry with this formula, charge and spin = 4.790 eV
Strongest force on any atom = 7.40 eV Å⁻¹

# 8
The following is a quantum chemistry calculation of 6 unconnected molecules or ions with the total composition C23H34O18 at a distorted geometry, from OMol25.

The geometry in XYZ format:
```
75
Properties=species:S:1:pos:R:3:mulliken_charge:R:1
C -5.22 -2.14 -3.12 -1.2938
C -3.72 -2.36 -3.39 0.4509
C -3.32 -1.90 -4.77 -0.4139
O -2.37 -0.85 -4.54 -0.3818
C -2.24 -0.64 -3.20 0.5125
O -1.46 0.13 -2.75 -0.4748
O -2.94 -1.59 -2.53 -0.2379
H -5.91 -2.51 -3.89 0.3826
H -5.43 -1.16 -2.68 0.3900
H -5.52 -2.81 -2.30 0.2133
H -3.58 -3.43 -3.21 0.2955
H -4.13 -1.45 -5.34 0.2688
H -2.87 -2.71 -5.34 0.2990
C 4.82 -4.56 2.42 -1.1369
C 5.53 -3.32 1.83 0.2840
C 4.72 -2.05 2.04 -0.1363
O 5.12 -1.59 3.34 -0.3478
C 6.36 -2.16 3.59 0.5814
O 7.04 -1.87 4.52 -0.5221
O 6.68 -2.97 2.57 -0.3709
H 3.76 -4.55 2.17 0.2026
H 5.08 -4.79 3.45 0.3236
H 5.19 -5.46 1.92 0.3612
H 5.74 -3.44 0.77 0.4007
H 3.65 -2.09 1.83 0.1304
H 5.14 -1.22 1.44 0.2192
C 3.51 3.50 -1.65 -1.4427
C 3.59 3.22 -0.15 0.6810
C 4.05 4.37 0.77 -0.5423
O 2.90 4.72 1.52 -0.3856
C 1.90 3.88 1.26 0.4980
O 0.81 3.90 1.75 -0.5120
O 2.27 3.00 0.31 -0.1294
H 4.34 3.07 -2.21 0.4177
H 3.48 4.55 -1.98 0.3694
H 2.65 3.00 -2.10 0.2802
H 4.21 2.32 -0.11 0.1688
H 4.34 5.26 0.21 0.3380
H 4.94 4.04 1.32 0.2800
C 1.18 -0.31 0.39 -1.4126
C 0.07 -1.14 0.98 0.7471
C -0.68 -2.12 0.08 -0.1304
O -0.54 -3.40 0.69 -0.4039
C 0.24 -3.32 1.79 0.6740
O 0.62 -4.21 2.46 -0.5559
O 0.62 -2.03 1.98 -0.3857
H 1.57 0.46 1.06 0.3746
H 0.76 0.26 -0.45 0.4100
H 2.05 -0.86 0.02 0.3185
H -0.65 -0.60 1.59 0.2770
H -0.47 -1.99 -0.99 0.1396
H -1.77 -1.99 0.10 -0.0883
C -1.18 3.22 -0.60 -1.1515
C -1.40 4.68 -0.23 0.5081
C -0.37 5.70 -0.76 -0.2343
O -1.17 6.71 -1.41 -0.3991
C -2.42 6.27 -1.57 0.5315
O -3.30 6.86 -2.13 -0.5582
O -2.57 5.06 -1.00 -0.3929
H -0.94 3.06 -1.64 0.3701
H -1.99 2.61 -0.19 0.3948
H -0.38 2.81 0.03 0.1636
H -1.65 4.82 0.82 0.2775
H 0.14 5.27 -1.63 0.2380
H 0.37 6.12 -0.08 0.2500
O -5.06 -0.08 1.30 -0.5312
C -4.97 -1.25 1.46 0.7203
O -4.54 -1.84 2.58 -0.3521
C -4.39 -3.23 2.34 -0.1331
C -5.42 -3.48 1.24 -0.3142
O -5.44 -2.19 0.60 -0.3070
H -3.37 -3.46 2.06 0.0535
H -4.63 -3.74 3.28 0.3197
H -6.41 -3.84 1.51 0.2774
H -4.96 -4.19 0.55 0.2844
```

Values from the calculation:
SMILES string = C[C@H]1COC(=O)O1.C[C@H]1COC(=O)O1.C[C@H]1COC(=O)O1.C[C@H]1COC(=O)O1.C[C@H]1COC(=O)O1.O=C1OCCO1
ΔE to the lowest compared entry with this formula, charge and spin = 1.930 eV
Strongest force on any atom = 2.34 eV Å⁻¹